(1)
8
Properties=species:S:1:pos:R:3:mulliken_charge:R:1 method="wB97M-V/def2-TZVPD" e_homo_ev=-9.3 spin_multiplicity=1 total_charge=0 total_energy_ev=-12914.5831 e_lumo_ev=0.7 orbital_gap_ev=10.0 e_above_lowest_kcal_mol=44.9 smiles="CC1=[PH]=N1"
C 0.4662 -0.1610 0.0836 0.39
C -1.2866 -0.0299 -0.2865 -0.80
N 1.3081 -1.0663 0.2642 -0.43
P 2.0149 0.6293 -0.0591 -0.02
H -1.7796 -1.0161 0.1005 0.27
H -1.3922 -0.1868 -1.3429 0.28
H -1.4994 0.9107 0.0178 0.32
H 2.1686 0.9202 1.2223 0.00

---

(2)
8
Properties=species:S:1:pos:R:3:mulliken_charge:R:1 method="wB97M-V/def2-TZVPD" e_homo_ev=-9.5 spin_multiplicity=1 total_charge=0 total_energy_ev=-12914.0406 e_lumo_ev=0.4 orbital_gap_ev=9.9 e_above_lowest_kcal_mol=57.4 smiles="PC1=NC1"
C 0.0285 -0.4352 0.0765 0.19
C 1.3034 0.1144 0.2590 -0.15
N 1.0527 -1.3512 -0.0228 -0.43
P -1.7989 -0.3462 0.1419 -0.08
H 1.6007 0.7578 -0.6498 0.13
H 1.8561 0.4173 1.1143 0.26
H -1.9083 -0.0897 -1.2243 0.05
H -2.1342 0.9328 0.3051 0.04

---

(3)
8
Properties=species:S:1:pos:R:3:mulliken_charge:R:1 method="wB97M-V/def2-TZVPD" e_homo_ev=-10.7 spin_multiplicity=1 total_charge=0 total_energy_ev=-12914.8758 e_lumo_ev=0.2 orbital_gap_ev=10.9 e_above_lowest_kcal_mol=38.1 smiles=N#CCP
C 2.0025 -0.1682 -0.1473 0.17
C 0.3902 0.7209 0.0869 -0.63
N 3.0105 -0.7706 -0.3196 -0.37
P -1.0254 -0.4623 -0.2313 -0.04
H 0.3169 1.1006 1.0146 0.40
H 0.4755 1.4418 -0.6925 0.34
H -0.1408 -0.8630 -1.3604 0.07
H -1.7764 0.5177 -1.0001 0.06

---

(4)
9
Properties=species:S:1:pos:R:3:mulliken_charge:R:1 method="wB97M-V/def2-TZVPD" e_homo_ev="-8.1 / -8.1" spin_multiplicity=1 total_charge=0 total_energy_ev=-23749.4721 e_lumo_ev="-1.4 / -1.4" orbital_gap_ev="6.7 / 6.7" e_above_lowest_kcal_mol=73.0 smiles="S=PN1CC1"
C 0.5814 0.1411 -0.7098 -0.31
C -0.8798 0.1685 -0.7686 -0.30
N -0.2318 0.0982 0.4760 0.01
P -0.5056 -0.4878 1.9755 0.06
S 1.7055 -0.9146 3.0543 -0.43
H 1.1032 -0.6417 -1.1433 0.28
H 0.9879 1.1675 -0.8038 0.21
H -1.2811 1.1400 -1.1197 0.18
H -1.4798 -0.6712 -0.9605 0.29

---

(5)
10
Properties=species:S:1:pos:R:3:mulliken_charge:R:1 method="wB97M-V/def2-TZVPD" e_homo_ev=-13.1 spin_multiplicity=1 total_charge=+1 total_energy_ev=-36124.3759 e_lumo_ev=-5.5 orbital_gap_ev=7.6 e_above_lowest_kcal_mol=36.4
C -0.4606 -0.4313 -0.4394 0.29
C -0.5845 -0.7773 0.9425 -0.02
N 0.8741 1.0505 -0.8871 -0.56
S 0.5155 -1.8691 -0.2064 0.03
S -0.3394 0.0094 2.5698 -0.04
S -1.9823 -1.2336 1.9543 -0.02
H -1.3207 -0.0957 -1.1280 0.39
H 1.1263 1.7644 -0.2085 0.30
H 0.5381 1.1989 -1.8007 0.30
H 1.6336 0.3838 -0.7964 0.34

---

(6)
8
Properties=species:S:1:pos:R:3:mulliken_charge:R:1 method="wB97M-V/def2-TZVPD" e_homo_ev=-10.8 spin_multiplicity=1 total_charge=0 total_energy_ev=-6232.7930 e_lumo_ev=1.0 orbital_gap_ev=11.9 e_above_lowest_kcal_mol=34.9 smiles="COC=O"
C -0.1134 0.9576 -0.0669 -0.55
C -0.0397 -1.2960 0.0359 0.25
H 0.5117 0.9987 -0.9689 0.27
H -0.8609 1.8408 -0.2339 0.23
H 0.6486 1.1317 0.7905 0.24
H -0.4254 -2.2906 0.5776 0.29
O -0.8763 -0.2232 0.0234 -0.26
O 1.1552 -1.1191 -0.1577 -0.48